No. 1
19
Properties=species:S:1:pos:R:3 method="wB97M-V/def2-TZVPD" homo_lumo_gap_ev=9.77 e_tot_ha=-1406.22631 relative_energy_kj_mol=179.0 max_force_ev_per_a=9.09
K 18.08593 -4.84981 20.30136
B 19.55889 -5.35731 17.14104
F 18.25456 -5.73349 17.44332
F 19.54680 -4.03468 16.78253
F 20.37788 -5.67540 18.18183
F 19.84755 -6.00176 16.05263
C 13.93369 -4.22231 25.81738
C 15.41626 -4.32876 25.42515
C 16.26223 -5.50997 26.10766
O 17.07792 -5.83458 25.00946
C 16.51892 -5.26885 23.81814
O 16.83987 -5.56006 22.65820
O 15.61327 -4.51397 24.03195
H 13.61281 -3.55570 26.61785
H 13.41070 -5.14965 26.05108
H 13.46508 -3.83491 24.91271
H 15.83662 -3.38384 25.76940
H 15.63886 -6.28046 26.56138
H 16.88578 -5.20189 26.94694

***

No. 2
15
Properties=species:S:1:pos:R:3 method="wB97M-V/def2-TZVPD" total_charge=-1 homo_lumo_gap_ev=7.98 e_tot_ha=-481.95926 relative_energy_kj_mol=0.0 max_force_ev_per_a=5.19
B 1.53275 0.79892 -0.53235
C 1.85921 -1.27857 -0.13230
C -2.07387 -0.71794 0.34020
C -0.74505 -0.88575 -0.09884
C 0.67385 -0.38263 0.37219
O 2.17739 -2.38879 0.25270
O 2.56284 -0.53284 -0.96257
O 1.04662 1.38245 -1.82582
O 2.09256 1.67591 0.36451
H -2.32758 -0.02241 1.06096
H -2.77103 -1.17252 -0.34720
H -0.82068 -1.30756 -1.11578
H 0.75790 -0.07977 1.36524
H 0.23016 1.04510 -2.27107
H 2.41380 2.31333 -0.22480

***

No. 3
13
Properties=species:S:1:pos:R:3 method="wB97M-V/def2-TZVPD" total_charge=+3 homo_lumo_gap_ev="7.49 / 6.31" e_tot_ha=-519.55715 relative_energy_kj_mol=0.0 max_force_ev_per_a=5.38
C -0.79293 -0.53769 -0.03701
C 0.43906 -0.06931 -0.64324
H 0.78378 -0.81741 -1.37123
H 0.42408 1.25929 -0.34790
O -3.09134 -0.02645 0.36516
C -1.83896 0.31595 0.16791
H -0.97483 -1.61386 0.01305
H -3.39706 -0.70060 -0.25926
H -1.71220 1.39842 0.08187
C 1.60111 0.43592 0.10484
O 2.58520 -0.36631 0.32116
Bi 4.06378 -0.77487 1.47975
H 1.91030 1.49692 0.12490